[1]
Computed, not measured: a molecular structure, C44H54Ge2N3Os in a non-equilibrium geometry, with ωB97M-V with the def2-TZVPD basis set.

Each line ends with the Mulliken spin population.
Geometry (Å):
Os  0.49  0.01  0.41  0.05
Ge  -1.82  -0.52  -0.49  0.22
Ge  -3.34  1.79  -0.25  0.28
N  0.99  -1.01  2.02  0.05
N  2.49  -0.85  -0.28  0.01
N  -0.62  7.46  -2.00  0.00
C  5.51  -0.59  -2.48  0.00
C  -2.79  -2.27  -2.57  0.00
C  -2.52  -0.93  -2.26  0.13
C  1.38  1.72  1.20  0.02
C  2.12  -1.79  1.83  0.00
C  -0.57  -0.49  3.99  -0.01
C  -2.82  0.06  -3.20  0.02
C  0.12  3.89  1.16  0.00
C  4.97  -0.79  -3.73  0.00
C  0.60  -2.10  -2.22  0.00
C  6.35  -1.25  0.49  0.00
C  -3.23  2.45  1.56  0.06
C  0.16  5.32  -0.76  0.00
C  -2.47  3.01  -1.49  0.06
C  0.07  0.61  4.86  0.00
C  3.60  -0.89  -3.83  0.00
C  2.85  -1.66  0.67  0.00
C  -1.91  -2.99  1.01  0.01
C  -2.69  -1.94  0.52  -0.01
C  2.36  -2.53  2.97  0.03
C  5.53  -0.08  -0.07  0.00
C  -1.35  -1.45  4.90  0.00
C  2.77  -0.83  -2.69  0.00
C  -0.25  5.07  0.55  0.00
C  0.61  0.43  -2.69  0.00
C  -2.50  -4.17  1.44  0.00
C  4.72  -0.51  -1.30  0.01
C  -3.88  -4.30  1.40  0.02
C  0.55  -1.23  3.30  -0.02
C  -3.68  -1.60  -4.71  0.03
C  -3.36  -2.60  -3.79  0.00
C  1.29  -0.93  -2.94  -0.01
C  -4.08  -2.07  0.49  0.01
C  -3.41  -0.27  -4.41  0.00
C  -4.67  -3.24  0.95  -0.01
C  -0.26  6.53  -1.44  0.01
C  1.36  -2.18  3.89  0.03
C  -5.15  1.36  -0.75  0.03
C  0.96  4.40  -1.43  0.00
C  0.91  2.95  0.50  0.05
C  3.34  -0.72  -1.42  -0.01
C  -1.53  0.14  3.00  0.05
C  4.82  0.70  1.03  0.00
C  1.35  3.24  -0.79  -0.01
H  -2.60  1.10  -3.00  -0.01
H  6.92  -1.75  -0.29  0.00
H  -2.21  2.63  1.88  -0.01
H  6.58  -0.46  -2.38  0.00
H  -2.27  -0.96  5.23  0.00
H  2.42  1.50  0.98  -0.03
H  2.02  2.55  -1.29  0.00
H  -5.58  2.29  -1.13  0.01
H  4.22  1.50  0.61  0.00
H  -0.18  3.70  2.19  0.00
H  1.17  -1.13  -4.00  0.00
H  0.63  1.33  4.26  0.00
H  -5.20  0.61  -1.54  0.00
H  -0.83  5.82  1.08  0.00
H  -2.29  0.69  3.54  0.01
H  -4.35  -5.22  1.72  0.00
H  -5.75  -3.34  0.93  0.00
H  -3.67  0.51  -5.12  0.00
H  -1.01  0.85  2.33  -0.04
H  -2.03  -0.62  2.40  -0.01
H  3.18  -3.22  3.11  0.00
H  3.15  -1.02  -4.81  0.00
H  1.30  4.63  -2.44  0.00
H  -2.40  3.97  -0.99  0.00
H  -4.70  -1.28  0.11  0.00
H  -0.78  -1.71  5.79  0.00
H  -3.78  3.40  1.55  0.01
H  5.61  -0.83  -4.61  0.00
H  -2.56  -3.05  -1.86  0.00
H  1.21  1.74  2.27  0.00
H  -0.72  1.16  5.38  0.00
H  0.70  0.74  -1.63  0.01
H  5.58  1.16  1.67  0.00
H  5.72  -1.99  0.98  0.00
H  -3.58  -3.64  -4.01  0.00
H  -3.08  3.11  -2.38  0.01
H  -0.40  -2.22  -2.61  0.00
H  -0.45  0.37  -2.94  0.00
H  7.06  -0.87  1.22  0.00
H  1.14  -3.03  -2.39  0.00
H  -5.72  1.02  0.11  0.00
H  4.20  0.08  1.68  0.00
H  -1.62  -2.37  4.38  0.00
H  -0.82  -2.89  1.06  0.00
H  0.54  -1.96  -1.13  0.01
H  3.73  -2.29  0.56  0.00
H  1.06  1.22  -3.29  0.00
H  -1.89  -4.98  1.81  0.00
H  -4.15  -1.87  -5.65  0.00
H  -3.72  1.77  2.26  0.00
H  6.26  0.62  -0.49  0.00
H  1.25  -2.55  4.90  0.00
H  0.74  0.18  5.60  0.00
H  -1.47  2.69  -1.77  -0.01

The value obtained for the total energy is -166455.810 eV. The calculation puts the energy above the lowest of the compared OMol25 structures with the same formula, charge and spin at 0.748 eV. The charge is +2. The HOMO energy (alpha / beta) comes out at -13.41 / -13.42 eV. As for the gap between HOMO and LUMO (alpha / beta): 5.724 / 4.515 eV. As for the multiplicity: 2. The LUMO energy (alpha / beta) is -0.282 / -0.327 hartree.


[2]
Computed, not measured: a molecular structure, C44H55BBr4MoN7O3SSe in a non-equilibrium geometry, with ωB97M-V with the def2-TZVPD basis set.

Each line ends with the Mulliken spin population.
Geometry (Å):
Mo  0.26  -1.74  -0.33  2.64
Br  3.26  -7.27  2.94  0.00
Br  -1.72  -6.45  0.22  0.00
Br  0.34  -8.46  1.93  0.00
Br  4.10  -4.13  2.13  0.00
Se  -0.05  3.00  1.53  0.01
S  1.85  -0.04  -1.02  -0.04
O  -0.63  -3.63  0.17  0.00
O  1.74  -2.71  0.86  0.00
O  1.45  -2.84  -1.69  0.03
N  -0.67  -0.90  1.42  0.12
N  -1.75  1.05  -1.21  0.07
N  -2.82  0.55  -0.54  -0.02
N  2.69  -2.41  -1.90  0.02
N  -2.46  -1.94  -0.93  -0.06
N  -2.03  -0.96  1.38  0.09
N  -1.41  -1.79  -1.78  0.17
C  1.49  -3.96  1.10  0.02
C  1.21  4.33  2.08  0.00
C  -1.04  4.47  -1.83  0.00
C  2.11  -0.02  2.38  0.05
C  2.69  3.73  0.12  0.00
C  -3.85  1.42  -0.59  0.01
C  3.59  -3.30  -2.37  0.00
C  0.88  0.58  4.41  0.00
C  -0.32  -0.77  2.72  0.05
C  4.86  -2.92  -2.70  0.01
C  -1.47  -0.83  3.50  0.00
C  1.50  -1.81  4.05  0.01
C  -0.06  -4.04  -4.13  0.00
C  0.98  5.12  3.23  0.00
C  -0.07  -5.81  0.91  0.02
C  0.20  -4.46  0.71  0.00
C  -3.26  -2.94  -1.35  0.04
C  -2.02  3.40  -3.87  0.00
C  0.08  2.51  -2.85  0.01
C  -4.42  -3.45  -0.57  0.00
C  3.27  5.55  1.72  0.00
C  -3.45  2.51  -1.32  0.00
C  1.05  -0.53  3.35  -0.02
C  4.31  -0.69  -2.04  0.01
C  -2.11  2.23  -1.69  0.00
C  -2.53  -0.94  2.63  0.02
C  -1.62  -2.62  -2.81  0.03
C  3.02  -1.10  -1.68  0.01
C  -3.98  -1.01  2.98  0.00
C  -0.82  -2.70  -4.09  0.00
C  0.82  -6.66  1.58  0.00
C  0.14  -1.52  -4.24  -0.02
C  -1.79  -2.67  -5.28  0.00
C  2.05  -6.17  1.98  0.00
C  -1.27  3.13  -2.55  0.00
C  -5.19  1.20  0.04  0.00
C  -0.24  4.94  4.08  0.00
C  2.39  4.55  1.33  0.00
C  2.38  -4.83  1.71  -0.01
C  -2.77  -3.38  -2.56  -0.01
C  1.90  6.10  3.58  0.00
C  3.04  6.35  2.83  0.00
C  4.00  7.44  3.23  0.00
C  5.23  -1.57  -2.55  0.00
B  -2.88  -0.86  0.10  -0.24
H  -0.41  5.13  -2.43  0.00
H  0.71  3.20  -3.42  0.00
H  -4.07  -1.16  4.05  0.00
H  0.58  2.26  -1.92  0.00
H  -1.23  -2.71  -6.22  0.00
H  -4.49  -1.82  2.46  0.00
H  0.16  0.32  5.19  0.00
H  -5.83  2.06  -0.18  0.00
H  -2.48  -3.52  -5.25  0.00
H  4.78  7.57  2.48  0.00
H  -1.40  4.01  -4.53  0.00
H  1.85  0.76  4.88  0.00
H  -5.27  -2.75  -0.62  0.00
H  4.17  5.72  1.13  0.00
H  -0.43  -0.60  -4.40  0.00
H  0.81  -1.67  -5.08  0.00
H  -4.01  -1.06  0.38  0.00
H  -0.76  -4.87  -4.07  0.00
H  0.76  -2.15  4.78  0.00
H  5.56  -3.66  -3.06  0.00
H  0.63  -4.10  -3.29  0.00
H  -2.38  -1.75  -5.26  0.00
H  -4.02  3.39  -1.54  0.00
H  0.51  -4.13  -5.07  0.00
H  -0.55  4.29  -0.86  0.00
H  -2.26  2.47  -4.38  0.00
H  4.54  0.35  -1.87  0.00
H  1.70  6.71  4.46  0.00
H  -1.06  5.57  3.71  0.00
H  -4.14  -3.58  0.48  0.00
H  3.22  -4.31  -2.46  0.00
H  3.66  4.00  -0.31  0.00
H  -5.68  0.30  -0.35  0.00
H  0.73  -1.38  -3.34  -0.01
H  -3.19  -4.17  -3.17  0.00
H  0.55  1.50  3.92  0.00
H  4.49  7.22  4.19  0.00
H  -0.03  5.21  5.12  0.00
H  -2.95  3.94  -3.68  0.00
H  -1.99  4.97  -1.64  0.00
H  2.46  -0.79  1.71  -0.02
H  -4.73  -4.41  -0.98  0.00
H  -4.49  -0.08  2.72  0.00
H  3.48  8.40  3.34  0.00
H  1.92  3.87  -0.65  0.00
H  -5.11  1.10  1.12  0.00
H  2.45  -1.64  4.58  0.00
H  1.66  -2.61  3.33  0.00
H  -0.59  3.91  4.03  0.00
H  2.96  0.36  2.95  0.00
H  -1.54  -0.78  4.57  0.00
H  2.68  2.66  0.36  0.01
H  -0.03  1.59  -3.43  0.00
H  6.23  -1.25  -2.81  0.00
H  1.68  0.81  1.81  -0.01

The value obtained for the total energy is -421984.409 eV. The calculation puts the energy above the lowest of the compared OMol25 structures with the same formula, charge and spin at 0.093 eV. The charge is -2. The HOMO energy (alpha / beta) comes out at -1.15 / -1.15 eV. As for the gap between HOMO and LUMO (alpha / beta): 4.852 / 4.853 eV. As for the multiplicity: 4. The LUMO energy (alpha / beta) is 0.136 / 0.136 hartree.


[3]
Computed, not measured: 9 unconnected molecules or ions with the total composition C44H55F4N5 in a non-equilibrium geometry, with ωB97M-V with the def2-TZVPD basis set.

Each line ends with the Mulliken charge.
Geometry (Å):
F  1.20  -1.90  1.32  -0.29
F  4.39  6.29  4.04  -0.29
F  -4.58  6.22  -1.01  -0.29
F  2.09  -5.77  -6.88  -0.29
N  -5.36  7.30  3.97  -0.38
N  -5.98  -0.86  -6.15  -0.41
N  -8.46  -6.80  6.23  -0.39
N  3.87  -7.49  4.57  -0.40
N  9.36  -0.44  -5.81  -0.43
C  -2.91  -1.81  -4.49  -0.36
C  -4.45  -1.78  -4.19  -0.44
C  2.72  -7.54  4.55  0.22
C  -7.81  -5.88  6.07  0.21
C  3.32  -4.82  -3.14  -0.13
C  0.53  -8.89  4.94  -0.44
C  -3.61  7.54  -4.77  -0.28
C  0.22  -1.00  1.21  0.32
C  4.19  5.25  1.86  -0.40
C  9.24  0.11  -4.79  0.19
C  -6.49  -4.35  4.40  -0.47
C  -4.30  7.54  4.21  0.20
C  1.03  -10.07  4.06  -1.15
C  2.58  -3.89  -3.77  -0.69
C  -1.85  6.94  3.93  -0.27
C  -5.46  -5.35  3.75  -1.09
C  6.53  6.64  1.18  -0.43
C  3.66  -6.07  -3.67  -0.66
C  9.04  0.72  -3.46  -0.34
C  7.63  1.17  -3.09  -0.32
C  -5.31  -1.27  -5.29  0.22
C  -0.65  1.13  0.51  -0.48
C  5.97  5.71  0.30  -0.39
C  6.56  0.07  -3.31  -1.22
C  -4.28  6.70  -2.24  0.17
C  1.25  -7.56  4.56  -0.35
C  -6.99  -4.69  5.83  -0.40
C  -1.96  0.70  0.74  -0.47
C  5.93  6.85  2.43  -0.26
C  0.42  0.28  0.72  -0.31
C  -2.19  -0.64  1.17  -0.52
C  -3.54  6.18  -4.47  -0.54
C  -1.10  -1.44  1.47  -0.36
C  4.81  4.98  0.65  -0.41
C  2.13  -4.20  -5.02  -0.18
C  3.18  -6.39  -4.90  -0.07
C  -2.27  -0.43  -4.66  -1.09
C  -2.08  5.44  4.00  -1.13
C  -4.36  8.04  -2.53  -0.22
C  2.42  -5.47  -5.62  0.14
C  -4.09  8.49  -3.82  -0.52
C  -2.90  7.88  4.54  -0.49
C  4.79  6.17  2.76  0.27
C  -3.92  5.79  -3.21  -0.17
H  -2.78  1.39  0.62  0.43
H  -3.41  7.91  -5.76  0.33
H  -3.22  -0.89  1.41  0.42
H  -4.63  -1.14  -3.33  0.26
H  -7.59  -3.86  6.20  0.28
H  9.43  -0.12  -2.88  0.24
H  -6.03  -3.36  4.30  0.34
H  6.58  -0.28  -4.35  0.35
H  -6.10  -4.87  6.43  0.25
H  -4.60  8.74  -1.74  0.39
H  -0.46  2.12  0.12  0.42
H  6.46  5.55  -0.65  0.36
H  6.36  7.55  3.14  0.39
H  -2.92  0.32  -5.11  0.34
H  -1.88  7.19  2.87  0.22
H  -3.19  5.40  -5.15  0.38
H  3.26  4.78  2.13  0.42
H  -4.51  -5.40  4.28  0.32
H  -7.37  -4.33  3.76  0.30
H  -5.84  -6.37  3.63  0.34
H  -2.81  8.96  4.39  0.33
H  1.98  -10.43  4.44  0.32
H  0.91  -6.88  5.34  0.25
H  -4.75  -2.81  -3.99  0.29
H  -5.20  -4.91  2.79  0.30
H  -1.34  -0.46  -5.23  0.30
H  -2.80  -2.33  -5.43  0.30
H  1.44  0.57  0.53  0.43
H  -2.43  5.12  4.98  0.30
H  3.48  -7.33  -5.34  0.38
H  7.46  7.14  0.96  0.36
H  -1.28  -2.45  1.79  0.40
H  6.74  -0.85  -2.76  0.32
H  0.39  -10.96  4.10  0.35
H  0.72  -9.00  6.00  0.32
H  3.71  -4.54  -2.18  0.32
H  4.34  4.25  0.00  0.38
H  2.32  -2.98  -3.24  0.43
H  -2.85  7.80  5.63  0.26
H  4.33  -6.62  -3.02  0.35
H  1.64  -3.48  -5.66  0.41
H  1.15  -9.85  3.00  0.32
H  5.54  0.39  -3.07  0.33
H  -4.20  9.55  -4.02  0.37
H  7.34  2.03  -3.69  0.27
H  -3.86  4.76  -2.91  0.38
H  -2.80  5.05  3.29  0.31
H  0.89  -7.37  3.55  0.28
H  -1.17  4.85  3.87  0.34
H  9.69  1.59  -3.36  0.29
H  -0.54  -8.78  4.76  0.29
H  -0.85  7.15  4.32  0.31
H  7.55  1.58  -2.08  0.32
H  -2.46  -2.37  -3.67  0.31
H  -2.01  -0.05  -3.67  0.28

The value obtained for the total energy is -64836.817 eV. The calculation puts the energy above the lowest of the compared OMol25 structures with the same formula, charge and spin at 0.000 eV. The HOMO energy comes out at -9.31 eV. As for the gap between HOMO and LUMO: 9.208 eV. The LUMO energy is -0.004 hartree. As for the SMILES: Fc1ccccc1.Fc1ccccc1.Fc1ccccc1.Fc1ccccc1.CCCC#N.CCCC#N.CCCC#N.CCCC#N.CCCC#N.


Q: Among the records above, which one has the lowest energy above the lowest of the compared OMol25 structures with the same formula, charge and spin?
A: C44H55F4N5


Q: Which formula does entry 2 have?
A: C44H55BBr4MoN7O3SSe


Q: Among the records above, which one has the lowest energy above the lowest of the compared OMol25 structures with the same formula, charge and spin?
A: C44H55F4N5


Q: Among the records above, which one has the highest energy above the lowest of the compared OMol25 structures with the same formula, charge and spin?
A: C44H54Ge2N3Os